Record 1
DFT (the ωB97M-V functional and the def2-TZVPD basis) results for a 10-piece molecular cluster, C42H112N12O14 overall.

Properties
- SMILES string: COC[C@H](C)N.COC[C@H](C)N.COC[C@H](C)N.COC[C@H](C)N.COCCNCCOC.COCCNCCOC.COCCNCCOC.COCCNCCOC.NC(N)=O.NC(N)=O
- Relative energy (zero: lowest compared OMol25 entry of this formula, charge and spin): 130.6 kcal/mol
- Total energy: -3377.46931 Ha
- E_LUMO: 0.113 eV
- Orbital gap: 8.21 eV
- Total charge: 0
- 2S+1: 1
- Max |F|: 3.033 eV/A
- Highest occupied orbital energy: -8.1 eV

Atoms and positions in Å:
1 C 20.021 7.510 25.857
2 O 19.495 8.367 26.863
3 C 18.177 8.880 26.559
4 C 18.144 9.987 25.520
5 C 16.756 10.651 25.664
6 N 18.272 9.619 24.090
7 H 20.547 8.121 25.117
8 H 19.222 7.045 25.271
9 H 20.735 6.794 26.256
10 H 17.538 8.035 26.277
11 H 17.796 9.240 27.515
12 H 18.923 10.734 25.671
13 H 16.686 11.598 25.128
14 H 16.410 10.857 26.677
15 H 16.018 9.968 25.233
16 H 19.064 9.006 23.974
17 H 17.459 9.094 23.752
18 C 13.973 9.979 18.251
19 O 14.121 10.350 19.582
20 C 15.457 10.656 19.963
21 C 15.534 11.478 21.242
22 C 16.979 11.726 21.677
23 N 14.783 10.803 22.314
24 H 12.957 9.623 18.082
25 H 14.585 9.106 17.973
26 H 14.211 10.712 17.471
27 H 16.063 9.744 20.004
28 H 15.865 11.295 19.163
29 H 14.998 12.424 21.116
30 H 17.244 12.689 21.226
31 H 17.726 10.985 21.400
32 H 17.035 11.880 22.753
33 H 14.023 10.315 21.847
34 H 15.361 10.069 22.725
35 C 17.407 12.820 17.113
36 O 17.669 12.081 18.294
37 C 19.045 12.075 18.629
38 C 19.147 11.126 19.829
39 C 20.541 11.046 20.434
40 N 18.691 9.778 19.505
41 H 17.888 12.321 16.264
42 H 17.716 13.864 17.181
43 H 16.334 12.758 16.936
44 H 19.710 11.702 17.835
45 H 19.432 13.083 18.813
46 H 18.453 11.546 20.566
47 H 21.048 10.249 19.882
48 H 20.489 10.682 21.460
49 H 21.105 11.976 20.398
50 H 18.006 9.858 18.757
51 H 19.438 9.285 19.017
52 C 11.874 16.010 19.048
53 O 12.959 15.161 19.328
54 C 12.737 13.771 19.250
55 C 11.550 13.133 20.013
56 C 11.794 13.079 21.523
57 N 11.172 11.840 19.427
58 H 12.245 17.010 18.819
59 H 11.282 16.183 19.956
60 H 11.241 15.627 18.245
61 H 12.672 13.430 18.210
62 H 13.641 13.331 19.682
63 H 10.685 13.760 19.753
64 H 12.002 14.064 21.935
65 H 12.636 12.402 21.681
66 H 10.918 12.647 22.005
67 H 12.073 11.376 19.570
68 H 11.019 11.958 18.429
69 C 24.474 2.650 25.425
70 O 23.610 3.347 24.595
71 C 23.836 4.761 24.538
72 C 22.995 5.289 23.387
73 N 21.584 5.223 23.724
74 C 20.718 5.445 22.571
75 C 20.890 6.734 21.770
76 O 20.258 7.832 22.409
77 C 20.351 9.034 21.701
78 H 25.469 2.460 25.007
79 H 24.120 1.641 25.663
80 H 24.646 2.985 26.457
81 H 24.894 4.854 24.279
82 H 23.492 5.206 25.472
83 H 23.242 4.828 22.421
84 H 23.287 6.339 23.282
85 H 21.390 4.276 24.032
86 H 19.675 5.505 22.905
87 H 20.756 4.593 21.880
88 H 20.634 6.576 20.721
89 H 21.957 6.981 21.817
90 H 19.729 9.092 20.798
91 H 21.396 9.230 21.428
92 H 20.023 9.905 22.268
93 C 13.516 19.904 19.231
94 O 14.661 19.105 19.392
95 C 14.667 18.521 20.688
96 C 15.682 17.414 20.765
97 N 15.496 16.356 19.761
98 C 16.012 15.062 20.172
99 C 17.550 15.003 20.222
100 O 18.211 15.706 21.259
101 C 18.034 15.086 22.511
102 H 12.598 19.336 19.405
103 H 13.474 20.380 18.252
104 H 13.503 20.742 19.941
105 H 13.717 17.978 20.827
106 H 14.801 19.311 21.429
107 H 15.585 16.891 21.727
108 H 16.683 17.841 20.662
109 H 14.507 16.231 19.557
110 H 15.719 14.428 19.329
111 H 15.572 14.611 21.072
112 H 17.920 15.396 19.273
113 H 17.868 13.955 20.282
114 H 18.653 15.669 23.197
115 H 18.414 14.062 22.599
116 H 16.996 15.125 22.852
117 C 7.320 7.626 20.442
118 O 8.588 7.620 19.858
119 C 9.013 8.959 19.587
120 C 10.045 8.976 18.468
121 N 9.745 8.057 17.351
122 C 8.454 8.429 16.740
123 C 8.077 7.746 15.444
124 O 7.479 6.479 15.648
125 C 8.374 5.389 15.669
126 H 7.177 8.315 21.280
127 H 7.100 6.621 20.817
128 H 6.524 7.794 19.702
129 H 9.509 9.344 20.484
130 H 8.178 9.635 19.388
131 H 11.035 8.773 18.880
132 H 10.113 9.980 18.047
133 H 9.514 7.204 17.861
134 H 8.565 9.482 16.446
135 H 7.638 8.423 17.466
136 H 8.942 7.619 14.777
137 H 7.416 8.343 14.813
138 H 8.944 5.317 16.597
139 H 8.883 5.291 14.708
140 H 7.770 4.475 15.684
141 C 14.100 4.242 12.315
142 O 13.852 5.404 11.563
143 C 14.284 6.652 12.058
144 C 15.647 6.568 12.808
145 N 16.051 7.846 13.365
146 C 15.179 8.547 14.284
147 C 14.862 7.759 15.562
148 O 16.034 7.536 16.301
149 C 16.408 8.591 17.150
150 H 13.662 4.346 13.317
151 H 15.163 4.004 12.327
152 H 13.529 3.388 11.950
153 H 13.471 6.986 12.710
154 H 14.495 7.388 11.285
155 H 16.349 6.203 12.058
156 H 15.606 5.833 13.622
157 H 17.000 7.756 13.694
158 H 14.281 8.863 13.743
159 H 15.595 9.537 14.491
160 H 14.469 6.791 15.248
161 H 14.080 8.252 16.153
162 H 16.548 9.474 16.513
163 H 17.270 8.340 17.758
164 H 15.612 8.884 17.848
165 N 12.497 11.435 14.578
166 C 11.616 10.901 15.465
167 N 11.611 9.545 15.514
168 O 10.985 11.588 16.280
169 H 12.608 12.432 14.601
170 H 12.911 10.843 13.888
171 H 11.194 9.027 16.279
172 H 12.133 9.027 14.835
173 N 15.238 6.367 21.836
174 C 16.193 7.332 21.958
175 N 17.264 7.149 21.139
176 O 16.114 8.243 22.782
177 H 14.451 6.418 22.459
178 H 15.217 5.756 21.045
179 H 18.102 7.658 21.378
180 H 17.327 6.275 20.656

Atoms 1-3, force components in eV/Å:
C -0.1049 1.0809 -0.6075
O -0.5915 -0.2678 -0.0566
C 1.2862 -0.6132 0.3546

---

Record 2
DFT (the ωB97M-V functional and the def2-TZVPD basis) results for a 12-piece molecular cluster, ClH22O15 overall.

Properties
- Relative energy (zero: lowest compared OMol25 entry of this formula, charge and spin): 22.0 kcal/mol
- Total energy: -1601.81324 Ha
- E_LUMO: 2.448 eV
- Orbital gap: 9.52 eV
- Total charge: -1
- 2S+1: 1
- Max |F|: 4.208 eV/A
- Highest occupied orbital energy: -7.1 eV

Atoms and positions in Å:
1 Cl -0.490 -1.172 0.454
2 O -1.647 -0.976 1.431
3 O 0.407 0.021 0.534
4 O 0.261 -2.465 0.748
5 O -1.017 -1.158 -0.943
6 O 0.297 0.984 -2.266
7 H 0.597 1.546 -1.533
8 H -0.060 0.283 -1.712
9 O 3.115 0.591 0.864
10 H 2.428 1.011 1.338
11 H 3.744 1.237 0.616
12 O 2.525 -0.953 -1.671
13 H 3.297 -1.459 -1.361
14 H 2.186 -0.521 -0.911
15 O -3.213 -1.067 -2.458
16 H -2.725 -1.293 -1.689
17 H -2.738 -1.110 -3.286
18 O 0.739 -2.735 -2.315
19 H 1.402 -2.090 -2.036
20 H -0.009 -2.479 -1.786
21 O -2.331 1.292 -1.861
22 H -2.712 0.472 -2.238
23 H -1.490 1.351 -2.273
24 O 2.921 -2.182 1.219
25 H 3.061 -1.287 0.926
26 H 1.985 -2.420 1.015
27 O -1.965 0.717 3.876
28 H -1.880 -0.151 3.482
29 H -1.775 0.666 4.833
30 O 1.174 1.897 2.332
31 H 1.180 1.623 3.233
32 H 0.637 1.302 1.836
33 O 0.521 2.948 -0.237
34 H -0.003 2.552 0.395
35 H 1.153 3.490 0.227
36 O -3.533 0.598 0.596
37 H -3.246 0.919 -0.276
38 H -2.796 0.008 0.891

Atoms 1-3, force components in eV/Å:
Cl -0.4630 -0.1955 1.0263
O 3.3151 -1.3911 -1.7708
O -1.0196 -2.1023 0.1663

---

Record 3
DFT (the ωB97M-V functional and the def2-TZVPD basis) results for one molecule with the formula C18H21NO3.

Properties
- SMILES string: COc1ccc(CCNC(=O)Cc2ccccc2)cc1OC
- Relative energy (zero: lowest compared OMol25 entry of this formula, charge and spin): 16.3 kcal/mol
- Total energy: -978.97874 Ha
- E_LUMO: 0.775 eV
- Orbital gap: 8.68 eV
- Total charge: 0
- 2S+1: 1
- Max |F|: 0.579 eV/A
- Highest occupied orbital energy: -7.9 eV

Atoms and positions in Å:
1 C 4.659 1.511 -4.430
2 O 4.112 0.342 -3.876
3 C 3.145 0.471 -2.924
4 C 2.644 1.668 -2.448
5 C 1.655 1.685 -1.473
6 C 1.158 0.507 -0.955
7 C 0.061 0.499 0.071
8 C -1.288 0.184 -0.594
9 N -2.353 0.072 0.374
10 C -2.758 -1.120 0.866
11 O -2.376 -2.186 0.436
12 C -3.779 -0.990 1.998
13 C -3.263 -0.074 3.068
14 C -2.223 -0.491 3.893
15 C -1.703 0.357 4.852
16 C -2.213 1.636 5.001
17 C -3.248 2.061 4.186
18 C -3.766 1.212 3.223
19 C 1.657 -0.704 -1.430
20 C 2.638 -0.742 -2.403
21 O 3.181 -1.877 -2.924
22 C 2.712 -3.116 -2.454
23 H 5.151 2.127 -3.670
24 H 3.899 2.110 -4.944
25 H 5.400 1.174 -5.153
26 H 3.015 2.606 -2.830
27 H 1.281 2.635 -1.119
28 H 0.257 -0.267 0.825
29 H 0.002 1.468 0.572
30 H -1.538 0.963 -1.319
31 H -1.228 -0.777 -1.109
32 H -2.625 0.911 0.864
33 H -4.712 -0.607 1.577
34 H -3.959 -1.991 2.392
35 H -1.824 -1.488 3.775
36 H -0.896 0.020 5.487
37 H -1.808 2.298 5.752
38 H -3.653 3.056 4.298
39 H -4.579 1.549 2.593
40 H 1.261 -1.619 -1.018
41 H 1.641 -3.242 -2.647
42 H 2.903 -3.241 -1.384
43 H 3.269 -3.869 -3.009

Atoms 1-3, force components in eV/Å:
C 0.0710 0.1973 -0.0733
O -0.2357 -0.2661 0.2433
C 0.0590 -0.0999 -0.0607

---

Record 4
DFT (the ωB97M-V functional and the def2-TZVPD basis) results for C3H4N2O as an isolated structure.

Properties
- Relative energy (zero: lowest compared OMol25 entry of this formula, charge and spin): 172.8 kcal/mol
- Total energy: -301.21185 Ha
- E_LUMO: 0.056 eV
- Orbital gap: 7.56 eV
- Total charge: 0
- 2S+1: 1
- Max |F|: 0.528 eV/A
- Highest occupied orbital energy: -7.5 eV

Atoms and positions in Å:
1 O 2.181 -0.239 0.265
2 C 0.931 0.186 -0.030
3 C -0.247 -0.654 -0.143
4 N -1.484 -0.173 0.330
5 N -1.875 0.990 0.249
6 C 0.373 1.266 -0.451
7 H 2.095 -1.117 0.666
8 H -0.269 -1.564 -0.740
9 H -2.025 -0.891 0.842
10 H 0.319 2.196 -0.988

Atoms 1-3, force components in eV/Å:
O -0.0761 -0.0787 0.0760
C -0.1660 0.2670 -0.0631
C -0.1529 -0.0463 -0.1554